The following is a quantum chemistry calculation of C9H11I2O7PtS2Se3Te as an isolated structure, from OMol25.

Each line ends with the Mulliken charge.
Positions of all 36 atoms, in Å:
1 Pt -1.1510 0.5290 0.6108  1.23
2 Se -1.3310 2.0895 4.2820  0.16
3 Se -1.8609 4.1542 3.8611  -0.27
4 Te -1.4217 3.3461 0.5320  0.54
5 Se -3.3297 4.0829 -0.6290  -0.41
6 O 2.4748 0.9094 0.5522  -0.71
7 S 1.7576 0.3275 1.6614  1.36
8 O 2.4418 0.2415 2.9164  -0.68
9 O 0.4163 1.0160 1.8402  -0.47
10 C 1.3343 -1.3351 1.1192  0.20
11 C 2.1745 -1.8532 0.1445  -0.81
12 C 1.9078 -3.0799 -0.4450  -0.52
13 C 0.7807 -3.7881 -0.0779  -0.58
14 C -0.0569 -3.2909 0.9087  -0.71
15 C 0.2124 -2.0774 1.5257  0.04
16 S -0.9557 -1.6012 2.8064  1.61
17 O -0.2375 -1.0107 3.8997  -0.63
18 O -1.7365 -2.7745 3.0858  -0.77
19 O -1.8488 -0.5667 2.1195  -0.47
20 H 3.0200 -1.2574 -0.1691  0.51
21 H 2.5707 -3.4621 -1.2108  0.37
22 H 0.5360 -4.7255 -0.5595  0.45
23 H -0.9365 -3.8381 1.2152  0.51
24 I -3.1768 -0.1741 -0.8689  -0.37
25 I -2.2144 -2.8641 -2.4585  -0.27
26 C 0.2463 0.6396 -2.5268  -1.12
27 C -0.4652 1.9230 -2.1531  0.63
28 C 0.2610 3.1645 -2.6284  -1.51
29 O -0.5013 1.9748 -0.7062  -0.37
30 H 0.3310 0.5718 -3.6128  0.45
31 H -0.3101 -0.2303 -2.1765  0.07
32 H 1.2427 0.6303 -2.0802  0.23
33 H -1.4948 1.9169 -2.5208  0.25
34 H 1.2773 3.1772 -2.2315  0.32
35 H -0.2600 4.0682 -2.3073  0.33
36 H 0.3035 3.1667 -3.7185  0.39

Forces on the atoms, in the same order (eV/Å):
-0.39 -0.08 -0.38
-0.02 0.17 -0.07
0.02 -0.21 0.17
-0.07 0.38 -0.28
0.19 -0.07 0.03
-0.01 -0.02 0.03
0.25 -0.12 -0.05
0.00 0.10 -0.02
-0.03 0.09 0.12
-0.22 0.04 -0.05
-0.03 0.04 0.02
0.04 -0.01 -0.02
-0.01 -0.06 0.02
0.02 -0.01 0.08
0.20 0.00 -0.02
0.08 -0.10 0.11
0.02 0.01 -0.03
-0.04 0.12 0.01
-0.14 -0.27 -0.11
0.00 -0.01 -0.02
0.00 0.01 0.00
0.01 0.00 0.00
0.00 0.01 0.00
0.12 -0.02 0.13
-0.02 0.11 0.05
-0.01 0.04 0.03
-0.08 0.01 0.00
-0.02 -0.02 0.02
0.13 -0.14 0.28
0.01 0.00 0.00
0.03 -0.01 -0.02
0.00 -0.01 0.00
-0.02 -0.01 0.02
0.00 0.00 0.00
0.01 0.01 -0.02
0.01 0.01 0.00

Calculated values
Multiplicity   5
HOMO (alpha / beta)   -5.531 / -6.251 eV
Molecular weight   1108.680 g/mol
Net charge   -1
LUMO energy (alpha / beta)   1.7 / 0.1 eV